This record from the Open Molecules 2025 dataset describes a cluster of 2 separate species, C10H10F3N7O4 in total at a distorted geometry. The level of theory is ωB97M-V with the def2-TZVPD basis set.

Last column: Löwdin charge in e.
Element x y z (Å)
O  -3.635  4.248  1.666  0.10
N  -2.404  4.390  1.705  -0.31
O  -1.850  5.470  2.024  0.06
C  -1.499  3.292  1.373  -0.04
C  -0.123  3.470  1.390  0.12
C  0.739  2.389  1.098  -0.10
N  2.157  2.472  1.296  -0.31
O  2.679  3.556  1.626  0.09
O  2.808  1.413  1.129  0.07
C  0.232  1.156  0.713  0.11
N  -1.133  0.995  0.736  0.01
N  -1.855  -0.161  0.589  0.05
N  -3.107  0.135  0.770  0.03
N  -3.272  1.447  1.051  0.09
C  -2.039  1.995  1.058  -0.18
H  0.297  4.436  1.649  0.14
H  0.821  0.334  0.325  0.12
C  0.259  -2.489  -2.850  -0.15
C  -0.551  -1.524  -1.981  -0.20
N  0.226  -1.330  -0.773  -0.06
C  1.331  -2.239  -0.648  -0.25
C  1.277  -3.041  0.640  -0.52
F  2.500  -3.552  0.957  0.13
F  0.880  -2.242  1.685  0.11
F  0.393  -4.076  0.553  0.12
C  1.386  -3.038  -1.962  -0.10
H  -0.371  -3.303  -3.218  0.11
H  0.665  -1.945  -3.706  0.11
H  -0.724  -0.558  -2.472  0.11
H  -1.546  -1.943  -1.758  0.11
H  -0.339  -1.170  0.056  0.04
H  2.210  -1.597  -0.534  0.15
H  1.223  -4.101  -1.765  0.12
H  2.364  -2.886  -2.422  0.12

Output
energy above the lowest of the compared OMol25 structures with the same formula, charge and spin	3.8	kcal/mol
electronic energy	-1370.65964	a.u.
E_HOMO	-9.4	eV
gap between HOMO and LUMO	7.05	eV